The following is a quantum chemistry calculation of 2 unconnected molecules or ions with the total composition CH3Br2P at a distorted geometry, from OMol25.

Multiplicity: 1
Lowest unoccupied orbital energy (spin up / spin down), Eh: -0.0402 / -0.0145
ΔE to the lowest compared entry with this formula, charge and spin, kJ/mol: 541.4
HOMO energy (spin up / spin down), Ha: -0.3571 / -0.3151
Gap between HOMO and LUMO (spin up / spin down), Ha: 0.31688 / 0.30064
Net charge: 0

Last column: Löwdin charge in e.
Element x y z (Å)
C: 0.570 0.156 -0.484  -1.024
P: -0.610 1.122 0.465  0.366
Br: 2.367 0.332 0.062  0.573
Br: -2.456 -0.022 0.001  0.163
H: 0.336 0.246 -1.489  -0.055
H: 0.163 -2.496 -0.267  0.107
H: -0.369 0.661 1.712  -0.130

Force components x, y, z for each atom (eV/Å):
0.052 0.280 2.341
-0.101 0.520 -1.293
-0.333 -0.074 -0.284
-0.122 -0.045 0.060
0.201 -0.310 -2.118
0.016 0.329 -0.039
0.287 -0.701 1.332

=====

The following is a quantum chemistry calculation of a single C2H3ClNO2P molecule at a distorted geometry, from OMol25.

Multiplicity: 1
Lowest unoccupied orbital energy, Eh: 0.0021
ΔE to the lowest compared entry with this formula, charge and spin, kJ/mol: 102.3
HOMO energy, Ha: -0.3818
Gap between HOMO and LUMO, Ha: 0.38383
Net charge: 0

Last column: Löwdin charge in e.
Element x y z (Å)
N: 3.351 -0.273 0.283  0.084
C: 2.285 -0.615 0.049  -0.459
P: 0.673 -1.051 -0.713  0.555
Cl: 0.584 -2.934 0.117  0.242
O: -0.383 -0.367 0.329  -0.444
C: -0.952 0.960 0.291  -0.326
O: -1.606 1.184 -0.867  0.011
H: -0.239 1.704 0.292  0.106
H: -1.530 0.956 1.198  0.133
H: -2.184 0.436 -0.980  0.098

Force components x, y, z for each atom (eV/Å):
0.763 0.245 0.300
-1.073 -0.137 -0.443
-0.134 0.067 0.513
-0.003 0.145 -0.211
0.476 -0.143 0.117
0.123 -1.544 0.201
-0.809 0.043 -0.930
2.007 1.445 0.601
-0.563 0.175 0.275
-0.786 -0.296 -0.424

=====

The following is a quantum chemistry calculation of a molecular structure, C4H6OS at a distorted geometry, from OMol25.

Multiplicity: 1
Lowest unoccupied orbital energy, Eh: -0.0448
ΔE to the lowest compared entry with this formula, charge and spin, kJ/mol: 387.2
HOMO energy, Ha: -0.3262
Gap between HOMO and LUMO, Ha: 0.28140
Net charge: 0

Last column: Löwdin charge in e.
Element x y z (Å)
C: -0.138 -1.746 -0.601  -0.127
C: 0.038 -0.529 0.181  -0.784
C: 0.192 0.654 -0.823  -0.509
C: 0.770 1.833 -0.171  -0.118
H: 0.606 -1.810 -1.261  0.034
H: -1.101 -1.375 -1.106  0.137
H: -0.288 -2.627 0.109  0.108
H: 0.132 2.217 0.890  0.122
H: 2.078 1.964 0.288  0.200
H: 0.552 2.491 -1.185  0.120
O: 0.025 0.441 -2.061  0.040
S: -0.459 -0.354 1.702  0.777

Force components x, y, z for each atom (eV/Å):
-3.903 -0.765 3.469
-1.772 0.853 -0.935
1.539 -3.031 -1.009
0.750 4.921 0.453
2.658 -0.853 -2.923
1.163 -1.443 0.182
0.133 1.015 -1.428
1.740 -1.288 -3.582
-4.276 -1.031 -1.966
1.160 -0.115 3.087
0.308 1.500 4.287
0.501 0.236 0.365